135
Properties=species:S:1:pos:R:3:forces:R:3:mulliken_charge:R:1 method="wB97M-V/def2-TZVPD" charge=-1 energy_ha=-4742.20606 largest_force_ha_per_bohr=0.0098 lumo_ev=0.8 de_lowest_kj_mol=32.7 homo_lumo_gap_ev=4.29
H -2.54201 1.25811 5.90169 -0.0107 -0.0051 0.0365 0.53
H -1.36587 -3.68846 -5.59062 -0.0452 -0.1515 0.0704 0.30
H 4.70017 1.40001 -1.67687 0.0148 -0.0067 0.0100 0.23
H -2.45475 1.49688 -6.32351 -0.0072 -0.0473 0.0689 0.23
C 4.86700 -2.34856 -0.52597 0.0000 -0.0152 0.0761 -0.75
C -3.56259 -1.80923 -4.35417 0.3871 0.2164 -0.0470 0.33
N 1.75257 0.17423 2.02415 -0.0147 -0.1122 0.0308 -0.47
C -0.84399 0.99905 -5.27702 -0.0247 -0.1150 0.0286 0.40
C -2.75803 3.86709 0.67170 -0.0100 -0.0311 0.1161 0.21
C 2.28656 2.02766 -0.49700 0.1130 0.0308 0.0139 0.27
N 1.64664 3.53639 1.28088 0.1099 0.0385 -0.0870 -0.97
C 0.93511 -1.68221 3.26459 -0.2020 0.0529 -0.0004 -0.44
C -1.51745 3.23228 0.26849 -0.1191 0.0962 0.0420 0.68
B 0.30367 1.65940 0.96652 -0.0405 -0.0109 -0.1423 -0.59
N 0.89584 -4.63883 -5.64973 0.0333 -0.0306 -0.1012 -0.71
H -1.13368 1.90083 5.04158 0.0442 0.0283 -0.0029 0.33
H -2.78493 -5.67061 -0.92752 -0.0268 0.0055 -0.0088 0.22
H -4.36665 5.16060 0.13705 -0.0374 0.0169 0.0120 0.41
H 5.37265 -0.20855 2.95178 0.0259 -0.0037 0.0079 0.45
H 5.00364 -4.26723 -3.30079 0.0104 -0.0221 -0.0276 0.56
H 3.28290 -3.15905 3.67726 -0.0483 -0.0339 0.0268 0.38
C -3.95913 -3.23326 -0.89522 0.0428 0.1673 0.0305 0.77
Cs -0.26643 -2.61036 -1.14383 -0.1699 -0.0422 -0.0315 1.21
H 3.13141 0.32496 5.00678 -0.0183 0.0628 0.0089 0.35
S -0.85611 3.45498 -1.23803 0.0883 -0.0372 -0.1288 -0.42
H -1.27087 -2.74344 4.28262 0.0070 -0.0896 0.0030 0.53
H -1.67584 3.71371 -4.72951 0.0159 0.0057 0.0229 0.32
C 4.40657 2.44256 -1.80505 0.0517 0.0327 -0.0154 -1.68
C 3.28022 -3.27660 -2.52260 0.0076 -0.0146 -0.0865 0.49
H -5.16195 2.43510 3.55450 -0.0231 0.0528 -0.0409 0.33
H 2.94109 7.67539 1.54101 0.0028 0.0309 0.0150 0.47
N -0.79768 -4.96982 1.39337 -0.1273 0.0373 0.0069 -0.65
H 3.03135 -1.44112 0.13438 -0.0236 0.0183 0.0401 0.59
N -0.94264 2.42575 1.20086 -0.0088 -0.0466 0.1427 0.78
C -2.36750 2.86706 -4.69489 -0.1312 0.0128 0.1214 -0.89
H -4.39165 -2.48202 -0.22214 0.0004 -0.0012 -0.0172 0.33
C 5.43165 -3.15454 -1.50112 -0.0042 0.0009 0.0086 -0.97
H 0.57823 0.64453 -3.89690 0.1025 -0.0284 -0.1164 0.07
C -4.43479 -4.71133 0.91998 -0.0159 -0.0291 0.0665 -0.83
N -1.40953 2.21063 2.45726 -0.1752 -0.0004 -0.0460 -0.51
S 1.89321 0.70750 -1.41086 -0.1927 -0.1005 -0.0147 0.01
H 3.92056 2.50148 -2.77974 -0.0254 -0.0116 -0.0150 0.32
H -4.98480 -3.91580 1.42810 0.0014 0.0122 0.0160 0.28
N -4.52708 -4.52058 -0.51390 -0.0319 -0.0093 -0.1266 -0.12
H -2.87423 -3.21477 -0.70998 -0.1151 -0.0818 0.1053 -0.61
C -3.06204 2.44170 4.18777 0.0187 -0.0476 0.0249 2.42
H 4.08227 0.99295 2.77320 -0.0106 0.0438 0.0268 0.25
C 4.62612 -3.63198 -2.51620 0.0039 0.0089 0.0411 -0.47
H 4.44739 -0.84209 5.19627 0.0398 -0.0044 0.0096 0.49
C 2.39816 -3.77333 -3.63167 0.1101 0.0517 0.0377 -0.31
C -4.19491 -2.81319 -2.33569 0.2294 0.0209 0.2460 -1.05
H 5.45686 -1.96161 0.29502 -0.0039 0.0008 0.0007 0.46
C 3.61706 3.95347 0.02792 -0.0299 -0.0864 -0.0103 -0.43
H 1.16408 -2.46042 3.98059 -0.0233 -0.0291 -0.0074 0.49
C 3.51371 -2.06348 -0.61020 0.0655 -0.0263 -0.1366 -0.49
C 0.40600 -3.85230 -4.67894 -0.1338 0.0158 0.0515 0.11
N 1.49212 2.42382 0.52867 0.0007 0.1129 0.0766 0.75
H -3.39617 -4.71415 1.28263 0.0184 0.0070 0.0013 0.26
H -3.61078 3.51824 5.97999 -0.0131 -0.0133 0.0305 0.46
H -4.89007 -5.66640 1.19281 -0.0092 -0.0182 0.0058 0.33
C -3.20183 3.73692 4.99285 0.0000 -0.0078 0.0080 -1.88
H -3.91037 -5.42770 -2.28795 0.0076 -0.0078 -0.0004 0.33
C 1.67142 5.68579 2.86281 0.0217 0.0726 0.0435 -1.97
C -3.23931 3.60795 1.90811 0.0705 0.0681 -0.1401 -0.61
C 2.66782 4.29230 1.04432 -0.0677 -0.1379 -0.0323 0.15
H -5.07064 -1.61824 -5.87318 -0.0070 0.0290 -0.1028 0.39
C -5.82363 -2.57065 -4.10211 0.0210 -0.0038 -0.0089 -0.65
H -6.22849 -3.47244 -2.19920 -0.0533 -0.0391 0.0680 0.34
H -2.81060 5.54829 -0.64185 0.0094 -0.0056 0.0047 0.33
C -0.56930 -0.53546 1.78359 0.1136 -0.1293 0.1742 0.88
C 3.84734 -2.45571 3.06700 0.0268 0.0053 -0.0067 -1.39
H -2.83452 -1.33489 -5.01336 0.0061 0.0059 -0.0387 0.14
H -2.49888 2.56239 -3.65286 0.0363 -0.0023 -0.0197 0.20
C 1.98753 -0.82032 2.80924 -0.1149 0.0888 -0.0780 0.21
C -1.45813 -2.39601 3.26728 -0.0395 0.0043 0.0158 -1.58
H 2.77541 -1.36856 5.36583 -0.0419 -0.0330 0.0285 0.34
H 5.00799 5.37980 1.99269 0.0420 -0.0097 -0.0449 0.33
H -4.82339 1.49741 5.00482 -0.0097 -0.0071 0.0140 0.49
H -4.35350 0.87163 3.41947 0.0117 -0.0490 -0.0354 0.30
H -3.87143 4.44673 4.50640 -0.0295 0.0340 -0.0213 0.35
H -3.72798 4.16953 -1.19561 -0.0075 -0.0040 -0.0191 0.32
H 1.62036 4.83619 3.54055 0.0005 -0.0544 0.0337 0.32
C -2.12910 1.47802 4.91613 -0.0370 0.0261 0.0909 -1.79
N 1.13772 -3.38799 -3.63797 0.1488 -0.0587 -0.1826 0.05
C -3.46495 4.74309 -0.30651 -0.0334 0.0045 0.0490 -1.79
H 3.71261 -2.76329 2.03029 -0.0050 0.0064 0.0044 -0.03
H 3.69847 6.73380 0.26135 0.0449 -0.0157 -0.0451 0.33
H 5.28732 3.08255 -1.80004 0.0272 0.0128 -0.0118 0.45
H -2.02662 0.54327 4.36896 0.0091 -0.0667 -0.0478 0.16
N -1.92237 1.76893 -5.51580 0.0890 0.0154 -0.0945 -0.12
C -4.43339 1.77473 4.02400 -0.0226 -0.0274 0.0677 -1.67
C -2.52352 2.75824 2.80806 0.1802 -0.0182 -0.1287 0.00
C -0.33205 -1.52930 2.81753 0.1543 -0.0508 -0.0218 -1.11
H 4.90110 -2.56266 3.33121 0.0355 -0.0056 0.0080 0.47
C 3.43633 -0.70327 4.81085 0.0135 -0.0166 -0.0129 -1.95
C 4.14821 5.46330 2.65689 -0.0091 0.0213 0.0206 -1.72
N -0.88822 -3.54487 -4.71646 0.2085 0.1791 -0.2995 0.15
H 4.28033 6.36355 3.25853 0.0007 0.0316 0.0215 0.46
H -4.32828 -6.55079 -0.97951 -0.0088 -0.0156 0.0030 0.33
H -6.82677 -2.71545 -4.48691 -0.0327 -0.0011 -0.0112 0.35
H 4.34187 -0.19664 1.51241 -0.0086 -0.0255 -0.0831 0.15
N 2.73386 -2.50204 -1.59140 0.2782 0.0688 -0.1503 0.90
H -2.23239 4.21805 5.12430 0.0489 0.0252 0.0037 0.38
N -0.06939 1.33985 -4.22406 -0.1164 0.0731 0.0580 -0.18
C -4.84047 -1.96346 -4.87139 -0.2158 -0.0476 0.0235 -0.83
H -1.29826 -2.83499 -4.10522 -0.1614 -0.1223 0.2769 -0.43
C 2.85438 6.76285 0.94945 -0.0035 0.0354 0.0367 -1.69
C 2.17366 -4.95000 -5.51612 -0.0059 0.0192 0.0218 0.36
H -1.53973 -3.26537 2.60556 -0.0016 0.0133 0.0476 0.14
C 0.31897 -4.96346 1.05745 0.3117 -0.0595 0.0188 0.03
H -2.40474 -1.85794 3.22289 0.0254 0.0165 0.0339 0.25
H 6.48337 -3.41052 -1.46823 0.0036 0.0047 0.0050 0.40
C -3.13958 -2.22261 -3.07201 -0.2342 -0.1390 0.0044 0.13
H 1.93880 6.82099 0.36169 -0.0537 -0.0039 -0.0283 0.34
N 0.46702 0.35519 1.57295 0.1779 0.0611 0.0864 1.32
H -0.37414 2.00076 -3.52494 -0.1030 -0.0842 0.0054 -0.02
H 2.08880 -6.21590 -7.08742 0.0131 0.0068 0.0128 0.27
C 4.35586 -0.04540 2.58991 0.0549 -0.0096 0.0505 -1.58
H 4.47076 4.59782 -0.13352 0.0435 0.0248 -0.0168 0.41
N 2.73014 -5.72698 -6.48781 0.0178 -0.0392 -0.0411 -0.40
N 2.99114 -4.55750 -4.52784 -0.0912 -0.0021 -0.0759 -0.68
H 0.71745 5.74966 2.34306 -0.0574 -0.0005 -0.0428 0.33
H -3.33832 3.19942 -5.05890 0.0519 0.0089 -0.0169 0.38
C 2.82945 5.54487 1.87980 -0.0085 0.0244 0.0303 2.21
H 3.60205 -6.16896 -6.25729 -0.0112 -0.0006 -0.0093 0.25
C 3.45760 2.84589 -0.73041 -0.0291 0.0545 0.0683 -0.14
S -0.48589 -0.30499 -6.26744 0.1575 0.0552 -0.0765 -0.46
C -3.84920 -5.59761 -1.21312 0.0396 -0.0114 -0.0139 -0.89
H 1.80925 6.59405 3.45101 0.0078 0.0398 0.0244 0.50
H -4.17201 4.05327 2.22811 -0.0456 -0.0062 -0.0126 0.37
S -1.93115 -0.51997 0.86524 -0.3162 0.3956 0.0076 0.35
C 3.40902 -1.00568 3.30718 -0.0019 0.0205 -0.0451 2.35
S 1.89406 -4.89377 0.53612 -0.0703 -0.0891 0.1775 -0.33
C -5.48702 -2.98933 -2.82466 -0.1226 0.0268 -0.1338 -0.48
H 4.15142 4.60259 3.32545 -0.0057 -0.0498 0.0315 0.34